The following is a DFT calculation (wB97M-V/def2-TZVPD) of a structure of composition C22H32Cl2MgN3O3S at a distorted geometry.

```
64
Properties=species:S:1:pos:R:3:forces:R:3:mulliken_charge:R:1
O -0.308 -0.060 -1.564 1.38 -1.13 1.39 -0.430
C -1.049 0.795 -2.105 -1.36 1.23 -2.48 -0.999
C -0.620 1.573 -3.262 -0.53 -0.89 1.09 1.062
C 0.713 2.022 -3.371 0.26 0.02 -0.51 0.276
H 1.394 1.815 -2.544 -0.22 0.20 -0.19 0.025
C 1.126 2.684 -4.521 -0.16 -0.34 0.16 -0.474
H 2.140 3.086 -4.571 -0.21 -0.11 -0.11 0.293
C 0.259 2.801 -5.617 0.19 0.16 -0.08 -0.495
H 0.611 3.266 -6.537 -0.11 -0.11 0.19 0.347
C -1.052 2.312 -5.527 -0.20 0.02 0.35 -0.440
H -1.711 2.362 -6.397 0.15 0.07 0.25 0.339
C -1.512 1.750 -4.339 0.15 0.61 -0.48 -0.650
H -2.544 1.406 -4.233 0.33 -0.01 -0.13 0.347
H -2.122 0.799 -1.860 0.15 -0.14 -0.30 0.364
C -2.724 3.177 -0.743 -0.10 -0.10 0.09 -1.439
C -1.599 2.419 -0.091 -0.95 -0.71 1.72 0.786
H -3.283 3.744 0.016 0.12 0.00 -0.19 0.368
H -3.429 2.479 -1.212 0.08 0.11 0.03 0.288
H -2.349 3.864 -1.509 -0.10 -0.19 0.17 0.405
C -1.730 1.424 0.813 0.42 0.82 -0.53 0.086
C -3.027 0.897 1.343 -0.43 -0.14 0.00 -1.443
H -0.834 0.957 1.227 -0.11 0.23 -0.12 0.223
H -3.771 1.701 1.495 0.23 -0.30 -0.07 0.365
H -2.846 0.406 2.312 -0.06 0.22 -0.30 0.271
H -3.493 0.140 0.686 0.15 0.22 0.08 0.282
Mg 0.750 -1.588 -1.955 -0.58 0.72 0.16 0.929
Cl -0.043 3.122 -0.298 0.83 0.34 -0.13 -0.203
Cl 0.128 -2.742 -3.783 0.10 -0.40 -0.19 -0.692
H 5.435 1.554 -2.481 -0.19 -0.09 -0.25 0.362
H 6.073 1.314 -0.521 -0.11 -0.18 0.22 0.308
C 4.458 1.063 -2.490 -0.09 0.11 -0.06 -0.908
C 5.105 1.075 -0.072 -0.22 0.08 0.26 -0.892
N 4.229 0.583 -1.131 -0.17 -0.14 -0.03 0.174
H 4.453 0.224 -3.195 -0.04 0.24 0.15 0.298
C 3.225 -0.252 -0.880 -0.65 -0.46 -0.83 0.488
O 2.493 -0.717 -1.797 1.51 0.57 1.22 -0.937
H 5.221 0.302 0.694 0.04 0.22 -0.12 0.346
H 3.083 -0.519 0.181 -0.06 0.03 -0.27 0.184
H 3.686 1.788 -2.786 0.22 -0.26 0.03 0.240
H 4.712 1.986 0.403 0.03 -0.24 -0.17 0.309
H -1.462 -4.136 2.643 0.11 0.23 -0.08 0.323
H -1.084 -6.218 1.659 0.03 0.08 -0.22 0.316
C -1.155 -3.491 1.812 -0.13 0.07 0.20 -0.688
C -1.257 -5.737 0.691 0.00 0.23 -0.21 -0.947
N -0.741 -4.372 0.719 -0.11 0.02 -0.38 0.245
H -0.337 -2.820 2.109 -0.15 -0.07 -0.10 0.003
C -0.106 -3.872 -0.338 0.44 1.24 0.25 0.200
O 0.330 -2.690 -0.373 -0.53 -1.80 0.09 -0.604
H -0.729 -6.283 -0.095 -0.12 -0.07 0.16 0.321
H 0.015 -4.549 -1.198 0.04 0.10 0.18 0.295
H -2.012 -2.861 1.516 0.32 -0.24 0.01 0.284
H -2.333 -5.755 0.469 0.21 0.03 0.11 0.337
S 0.847 -0.517 2.628 0.96 -0.58 -1.17 -0.475
C 0.009 -0.283 4.060 -0.90 1.96 1.04 0.109
N -0.207 -1.369 4.899 0.76 -1.04 -1.00 -0.095
C -0.932 -1.297 6.058 -0.97 0.57 1.36 -0.463
C -1.462 -0.082 6.453 0.26 -0.71 -0.17 -0.465
C -1.251 1.054 5.652 -0.91 0.57 1.39 -0.479
C -0.514 0.954 4.480 1.15 -1.37 -1.52 -0.588
H 0.194 -2.258 4.605 -0.16 0.63 0.09 0.225
H -1.047 -2.229 6.605 -0.03 0.27 -0.02 0.342
H -2.029 -0.022 7.379 0.08 -0.05 -0.17 0.340
H -1.663 2.015 5.953 0.05 -0.17 0.01 0.349
H -0.320 1.807 3.834 -0.10 -0.18 0.14 0.352
```
Forces are in eV/Å.

Its HOMO-LUMO gap (alpha / beta) is 4.2324 / 3.4735 eV. The total charge is -1. The value obtained for the energy above the lowest of the compared OMol25 structures with the same formula, charge and spin is 0.00 kJ/mol. As for the total energy: -2766.27317 Ha.